*w*
The following is a DFT calculation (ωB97M-V/def2-TZVPD) of a 3-piece molecular cluster, C4H16N2O2 overall.

Structure (XYZ):
```
24
Properties=species:S:1:pos:R:3:nbo_charge:R:1
N 2.36973 0.68310 0.18648 -0.691
C -0.73722 -1.08236 1.07400 -0.618
C -0.00645 0.29606 0.87645 -0.423
C 1.08230 0.21343 -0.25074 -0.039
C 0.59666 1.07145 -1.47922 -0.266
N -0.32430 0.39944 -2.30966 -0.449
H 2.34448 1.62088 0.60452 0.383
H 2.83702 -0.01931 0.77904 0.405
H -1.09891 -1.39092 0.08138 0.202
H -0.17658 -1.88844 1.52880 0.223
H -1.58383 -0.94399 1.73326 0.242
H 0.55952 0.63238 1.81021 0.223
H -0.70529 1.11675 0.85938 0.236
H 1.29315 -0.86078 -0.35698 0.236
H 0.08060 2.05377 -1.20041 0.242
H 1.51507 1.46096 -1.93588 0.264
H -0.04629 -0.37542 -2.88960 0.425
H -1.16519 0.21090 -1.78784 0.393
H -0.74970 -3.18092 -2.24230 0.489
H 0.52194 -3.10431 -1.41214 0.482
O 0.06249 -2.66627 -2.13546 -0.964
H -1.91478 2.61086 2.56613 0.471
H -2.20726 1.25202 3.26727 0.473
O -2.54715 1.89073 2.63335 -0.939
```

As for the charge: +1. The value obtained for the highest occupied orbital energy (alpha / beta) is -14.383 / -13.589 eV. Its spin multiplicity is 2. As for the HOMO-LUMO gap (alpha / beta): 11.71 / 5.62 eV.

*x*
The following is a DFT calculation (ωB97M-V/def2-TZVPD) of a 3-piece molecular cluster, C4H16N2O2 overall.

Structure (XYZ):
```
24
Properties=species:S:1:pos:R:3:nbo_charge:R:1
C 0.94293 1.18521 1.70843 -0.282
C 0.24421 -0.18320 1.51433 -0.376
C -1.28216 -0.03991 1.39632 -0.410
C -2.06827 -1.01979 0.49689 -0.224
N -1.42079 -1.55765 -0.71965 -0.802
N 2.21793 1.00091 2.30212 -0.259
H 0.98788 1.76850 0.79291 0.251
H 0.39532 1.85071 2.38482 0.261
H 0.55747 -0.59589 0.56303 0.224
H 0.60418 -0.89025 2.25192 0.220
H -1.43200 0.97505 1.00559 0.201
H -1.71325 -0.00904 2.39545 0.230
H -2.45568 -1.84282 1.07934 0.204
H -2.89837 -0.48696 0.06929 0.218
H -0.44265 -1.74515 -0.51906 0.328
H -1.40255 -0.88572 -1.48217 0.379
H 2.21421 0.59390 3.24073 0.413
H 3.03388 0.70053 1.75938 0.420
H -0.11423 1.51199 -2.63839 0.459
H -1.58308 1.51212 -2.90230 0.474
O -0.79675 0.97426 -3.05693 -0.930
H 2.14264 -0.41164 -3.28609 0.454
H 1.89929 -1.62039 -4.21954 0.477
O 2.36982 -0.78477 -4.13642 -0.930
```

As for the charge: +1. The value obtained for the highest occupied orbital energy (alpha / beta) is -12.717 / -12.680 eV. Its spin multiplicity is 2. As for the HOMO-LUMO gap (alpha / beta): 8.96 / 3.85 eV.

*w* (11.1 kcal/mol below the next structure)